Record 1
{
  "formula": "C4H5N3O",
  "method": "ωB97M-V/def2-TZVPD",
  "symbols": ["H", "N", "C", "N", "C", "O", "C", "C", "N", "H", "H", "H", "H"],
  "xyz": [[-2.263, 1.657, 0.584], [-1.268, 1.785, 0.154], [-0.457, 0.838, -0.063], [0.806, 1.328, -0.253], [1.832, 0.482, 0.041], [1.705, -0.879, 0.185], [0.379, -1.437, -0.041], [-0.639, -0.581, -0.156], [-1.886, -1.265, -0.073], [2.863, 0.789, 0.151], [0.228, -2.534, -0.158], [-2.231, -1.250, 1.069], [-2.494, -0.385, -0.600]],
  "forces_ev_per_angstrom": [[2.305, -0.622, -1.531], [-3.290, 0.615, 1.631], [-0.881, 1.164, -0.068], [6.232, -2.745, 1.102], [-4.497, 0.982, -1.513], [-1.362, -0.449, -0.400], [1.992, 1.587, -0.228], [0.392, -2.841, 1.686], [-3.650, 4.289, 1.129], [-0.104, 0.158, -0.132], [0.854, 1.099, 0.438], [1.077, 0.253, -4.237], [0.931, -3.490, 2.123]],
  "nbo_charge": [0.350, -0.649, 0.317, -0.457, 0.412, -0.474, 0.146, -0.012, -0.807, 0.197, 0.234, 0.376, 0.367],
  "gap_ev": 9.36,
  "multiplicity": 1,
  "smiles": "[H]/N=c1/ncocc1N",
  "e_above_lowest_kcal_mol": 97.8
}

---

Record 2
{
  "formula": "C20H64O16",
  "method": "ωB97M-V/def2-TZVPD",
  "symbols": ["O", "C", "C", "O", "H", "H", "H", "H", "H", "H", "O", "C", "C", "O", "H", "H", "H", "H", "H", "H", "O", "C", "C", "O", "H", "H", "H", "H", "H", "H", "O", "C", "C", "O", "H", "H", "H", "H", "H", "H", "C", "C", "O", "H", "H", "H", "H", "H", "H", "C", "C", "O", "H", "H", "H", "H", "H", "H", "C", "C", "O", "H", "H", "H", "H", "H", "H", "C", "C", "O", "H", "H", "H", "H", "H", "H", "C", "C", "O", "H", "H", "H", "H", "H", "H", "C", "C", "O", "H", "H", "H", "H", "H", "H", "O", "H", "H", "O", "H", "H"],
  "xyz": [[-3.907, -20.755, 9.964], [-5.012, -20.135, 10.464], [-5.671, -21.106, 11.510], [-5.109, -21.005, 12.755], [-3.718, -20.426, 9.082], [-4.696, -19.174, 10.872], [-5.744, -19.895, 9.692], [-5.624, -22.149, 11.196], [-6.747, -20.960, 11.596], [-5.601, -21.627, 13.296], [-2.011, -15.673, 5.419], [-2.977, -15.618, 6.496], [-3.530, -14.124, 6.477], [-2.642, -13.219, 7.133], [-1.239, -15.189, 5.720], [-3.808, -16.301, 6.322], [-2.445, -15.892, 7.408], [-4.504, -14.196, 6.961], [-3.790, -13.883, 5.446], [-1.945, -12.984, 6.517], [-5.908, -16.417, 11.365], [-6.315, -16.594, 9.992], [-5.054, -16.739, 9.085], [-5.486, -17.085, 7.809], [-6.669, -16.308, 11.940], [-6.940, -17.483, 9.918], [-6.933, -15.733, 9.736], [-4.489, -17.603, 9.435], [-4.428, -15.854, 8.966], [-6.077, -16.412, 7.464], [-1.324, -16.406, 10.368], [-2.022, -17.256, 11.274], [-1.005, -17.828, 12.225], [-0.430, -16.812, 12.999], [-0.840, -16.874, 9.684], [-2.772, -16.607, 11.728], [-2.577, -17.932, 10.624], [-0.195, -18.327, 11.692], [-1.541, -18.483, 12.911], [-0.150, -16.096, 12.424], [-2.020, -14.255, 14.263], [-3.429, -14.731, 13.880], [-4.349, -14.334, 14.853], [-1.719, -14.765, 15.179], [-1.867, -13.187, 14.413], [-1.266, -14.538, 13.528], [-3.391, -15.805, 14.060], [-3.697, -14.473, 12.856], [-3.913, -14.510, 15.690], [2.215, -17.760, 16.437], [0.792, -17.250, 16.219], [0.894, -16.307, 15.173], [2.662, -18.064, 15.491], [2.128, -18.689, 17.000], [2.865, -17.070, 16.975], [0.465, -16.863, 17.184], [0.108, -18.020, 15.861], [0.378, -16.582, 14.412], [0.972, -21.330, 15.146], [0.644, -20.558, 13.859], [0.197, -21.440, 12.832], [1.374, -20.620, 15.869], [1.771, -22.056, 15.000], [0.104, -21.775, 15.632], [1.436, -19.883, 13.533], [-0.178, -19.870, 14.058], [-0.757, -21.364, 12.764], [-2.938, -19.652, 15.473], [-2.841, -18.148, 15.825], [-2.137, -17.906, 17.017], [-1.942, -20.080, 15.361], [-3.366, -19.764, 14.477], [-3.608, -20.249, 16.092], [-3.862, -17.820, 16.018], [-2.453, -17.676, 14.922], [-2.301, -16.983, 17.222], [2.297, -17.671, 10.601], [3.517, -17.391, 9.754], [3.918, -18.619, 9.194], [2.598, -18.457, 11.293], [1.533, -18.070, 9.933], [1.884, -16.812, 11.130], [4.328, -16.995, 10.364], [3.375, -16.664, 8.954], [4.786, -18.450, 8.820], [-0.464, -19.578, 8.239], [-0.138, -18.390, 7.311], [-0.159, -17.210, 8.072], [-1.443, -19.471, 8.706], [0.338, -19.689, 8.969], [-0.387, -20.541, 7.733], [-0.763, -18.248, 6.429], [0.858, -18.468, 6.875], [-0.306, -16.451, 7.503], [-0.447, -13.957, 9.379], [-0.113, -13.329, 10.019], [-0.850, -14.646, 9.908], [-2.417, -20.954, 12.114], [-3.260, -20.769, 12.528], [-2.636, -21.152, 11.203]],
  "forces_ev_per_angstrom": [[1.631, -1.204, -1.734], [-1.983, -0.086, 1.557], [-0.968, 0.454, -2.005], [0.641, 0.395, 1.705], [0.135, -0.047, -0.095], [-0.416, 0.089, 0.788], [-0.182, -0.224, -0.158], [0.515, -0.038, -0.760], [-0.253, 0.693, -0.256], [0.310, 0.035, 0.494], [-0.189, -0.762, 0.129], [0.289, 2.172, -1.106], [0.265, -2.162, 0.892], [-0.938, -0.363, -0.500], [0.083, 0.108, -0.051], [0.367, -0.120, -0.300], [-0.460, 0.247, 0.413], [0.078, 0.687, 0.691], [0.488, 0.190, -0.178], [0.052, 0.077, -0.022], [0.544, -0.233, -0.557], [0.753, 0.479, 1.111], [-1.137, 0.048, 0.733], [-0.508, -0.794, -1.306], [-0.126, 0.017, -0.126], [0.126, -0.217, -0.311], [0.062, 0.135, -0.537], [0.257, 0.322, 0.142], [0.081, 0.150, 0.908], [-0.061, 0.119, -0.002], [-0.156, 1.386, 0.514], [0.297, 0.713, -1.482], [-0.925, -0.544, 0.056], [-0.170, 0.483, 0.264], [0.198, -0.563, -0.414], [0.102, -0.148, 0.497], [0.065, -0.868, 0.575], [-0.300, -0.519, -0.133], [0.391, -0.335, -0.004], [0.074, 0.099, -0.338], [0.362, 0.030, -0.382], [1.820, -0.766, 0.846], [-1.183, 1.131, 0.219], [0.086, 0.007, 0.153], [-0.551, 0.137, 0.004], [-0.177, -0.159, -0.077], [0.175, -0.469, -1.245], [-0.457, 0.096, 0.306], [-0.165, 0.121, 0.184], [-0.548, -1.279, 0.149], [1.475, -0.187, -0.932], [0.009, 1.395, 0.765], [0.069, 0.304, -0.090], [0.287, -0.057, 0.447], [-0.151, 0.099, -0.153], [-0.538, 0.421, -0.234], [0.087, -0.363, 0.545], [-0.226, -0.254, -0.013], [0.587, 0.919, -0.042], [-1.188, -0.591, 0.421], [1.103, 0.153, 0.062], [0.032, 0.164, 0.152], [-0.243, -0.213, -0.194], [-0.060, -0.193, -0.372], [0.470, -0.471, -0.205], [-0.135, 0.177, 0.315], [-0.406, 0.080, -0.197], [0.209, 0.459, -0.347], [-1.444, -1.576, -0.251], [0.444, -0.081, -0.042], [0.006, -0.215, 0.477], [-0.121, 0.388, -0.166], [0.417, 0.126, 0.493], [-0.274, 0.301, -0.527], [0.392, 0.538, 0.208], [0.224, 0.056, 0.251], [0.082, -0.247, -0.486], [0.121, 0.641, 0.388], [0.288, -0.411, -0.300], [-0.265, 0.061, 0.221], [-0.135, -0.004, 0.150], [0.234, 0.041, -0.034], [0.078, 0.101, 0.298], [-0.479, 0.189, -0.044], [0.080, -0.339, -0.171], [0.689, 0.226, -0.786], [0.369, -0.704, -0.486], [-0.182, 0.695, 0.741], [0.096, 0.012, 0.108], [-0.241, 0.413, 0.410], [-0.400, 0.106, -0.422], [-0.640, -0.425, 0.177], [0.306, -0.496, 0.183], [0.088, 0.077, 0.009], [0.315, 0.376, -0.378], [0.115, 0.214, 0.046], [-0.356, -0.595, 0.257], [0.879, 0.126, 0.572], [-0.378, -0.168, 0.251], [-0.086, 0.009, -0.328]],
  "lowdin_charge": [-0.069, -0.232, -0.228, -0.063, 0.105, 0.104, 0.124, 0.127, 0.116, 0.113, -0.087, -0.197, -0.219, -0.051, 0.069, 0.099, 0.098, 0.096, 0.116, 0.082, -0.081, -0.203, -0.237, -0.080, 0.084, 0.111, 0.116, 0.090, 0.119, 0.093, -0.107, -0.177, -0.207, -0.080, 0.036, 0.115, 0.101, 0.118, 0.100, 0.090, -0.070, -0.322, -0.074, 0.068, 0.079, 0.055, 0.082, 0.116, 0.074, -0.089, -0.314, -0.098, 0.069, 0.056, 0.072, 0.103, 0.092, 0.003, -0.070, -0.316, -0.088, 0.047, 0.073, 0.071, 0.104, 0.067, 0.015, -0.053, -0.314, -0.066, 0.058, 0.048, 0.078, 0.112, 0.084, 0.083, -0.069, -0.333, -0.075, 0.085, 0.044, 0.078, 0.108, 0.108, 0.081, -0.043, -0.278, -0.102, 0.059, 0.071, 0.079, 0.110, 0.112, 0.079, -0.055, 0.029, -0.019, -0.038, 0.000, 0.027],
  "gap_ev": 9.29,
  "multiplicity": 1,
  "smiles": "OCCO.OCCO.OCCO.OCCO.CCO.CCO.CCO.CCO.CCO.CCO.O.O",
  "e_above_lowest_kcal_mol": 69.0
}

---

Record 3
{
  "formula": "C26H28N2O5",
  "method": "ωB97M-V/def2-TZVPD",
  "symbols": ["C", "C", "O", "C", "C", "C", "C", "C", "C", "C", "O", "C", "C", "C", "C", "C", "C", "C", "O", "C", "O", "N", "C", "C", "C", "N", "C", "C", "O", "C", "C", "C", "C", "H", "H", "H", "H", "H", "H", "H", "H", "H", "H", "H", "H", "H", "H", "H", "H", "H", "H", "H", "H", "H", "H", "H", "H", "H", "H", "H", "H"],
  "xyz": [[-4.930, -2.436, -2.187], [-4.086, -2.580, -3.450], [-3.462, -1.368, -3.829], [-2.360, -0.932, -3.167], [-1.694, -1.617, -2.154], [-0.569, -1.063, -1.571], [-0.088, 0.174, -1.972], [1.134, 0.762, -1.303], [2.309, -0.168, -1.371], [2.658, -0.540, -0.116], [3.639, -1.375, 0.212], [4.352, -1.900, -0.824], [5.389, -2.774, -0.496], [6.150, -3.340, -1.494], [5.891, -3.047, -2.831], [4.869, -2.187, -3.159], [4.081, -1.597, -2.166], [2.990, -0.673, -2.548], [2.716, -0.383, -3.698], [1.775, 0.141, 0.879], [1.774, 0.047, 2.087], [0.955, 0.916, 0.129], [-0.081, 1.734, 0.709], [-1.293, 0.911, 1.157], [-2.176, 1.716, 2.108], [-1.423, 2.317, 3.194], [-0.833, 1.342, 4.100], [-0.013, 2.074, 5.162], [-0.792, 3.000, 5.885], [-1.369, 3.935, 5.008], [-2.238, 3.248, 3.955], [-0.749, 0.853, -2.986], [-1.868, 0.309, -3.576], [-5.679, -1.660, -2.332], [-5.432, -3.375, -1.973], [-4.314, -2.162, -1.334], [-3.343, -3.379, -3.336], [-4.729, -2.828, -4.298], [-2.032, -2.582, -1.812], [-0.063, -1.605, -0.784], [1.367, 1.730, -1.765], [5.572, -2.986, 0.546], [6.953, -4.015, -1.236], [6.493, -3.496, -3.606], [4.643, -1.939, -4.185], [-0.377, 2.488, -0.023], [0.332, 2.230, 1.591], [-1.885, 0.602, 0.294], [-0.932, 0.011, 1.656], [-2.985, 1.063, 2.485], [-2.641, 2.535, 1.551], [-0.159, 0.687, 3.548], [-1.612, 0.734, 4.593], [0.383, 1.367, 5.893], [0.822, 2.594, 4.670], [-1.969, 4.608, 5.624], [-0.579, 4.509, 4.500], [-2.648, 4.000, 3.276], [-3.077, 2.734, 4.459], [-0.380, 1.811, -3.321], [-2.386, 0.827, -4.368]],
  "forces_ev_per_angstrom": [[0.279, 0.100, -0.300], [-0.270, -0.298, 0.218], [0.107, 0.226, -0.079], [0.185, 0.288, -0.015], [-0.197, -0.218, -0.062], [0.050, 0.231, -0.139], [-0.031, 0.009, -0.035], [0.077, -0.101, -0.237], [0.097, -0.028, 0.731], [-0.138, 0.272, -1.234], [-0.182, 0.097, 0.499], [0.357, -0.254, -0.753], [-0.182, 0.143, 0.152], [-0.103, 0.078, 0.089], [-0.033, 0.034, -0.141], [0.019, -0.018, 0.103], [0.100, -0.114, 0.175], [0.022, -0.025, 0.041], [-0.001, 0.031, 0.149], [-0.018, 0.140, 0.119], [0.104, -0.122, 0.243], [0.180, -0.034, -0.180], [-0.180, -0.162, 0.390], [-0.035, 0.270, 0.093], [0.070, -0.114, -0.129], [-0.144, 0.030, 0.103], [0.205, 0.177, 0.177], [0.037, -0.330, -0.180], [-0.048, -0.042, 0.161], [-0.322, 0.139, -0.222], [0.230, 0.168, 0.214], [0.041, -0.154, 0.155], [-0.243, -0.192, -0.036], [-0.084, 0.047, 0.006], [-0.064, -0.102, 0.056], [0.005, -0.006, 0.101], [-0.046, 0.076, -0.076], [0.141, -0.039, 0.111], [-0.085, -0.080, 0.010], [0.040, -0.076, 0.092], [0.018, -0.085, 0.043], [0.030, -0.031, 0.117], [0.060, -0.053, 0.048], [0.045, -0.034, -0.074], [-0.023, 0.023, -0.080], [0.058, 0.051, 0.029], [-0.017, 0.058, -0.190], [0.010, -0.062, 0.038], [0.008, -0.080, -0.032], [-0.002, 0.094, -0.021], [-0.079, -0.031, 0.031], [0.002, -0.061, 0.010], [0.016, -0.011, -0.029], [0.031, 0.015, -0.088], [-0.023, -0.061, 0.032], [0.036, 0.009, -0.086], [-0.077, -0.005, 0.038], [-0.034, -0.002, 0.030], [0.010, 0.038, -0.040], [0.061, 0.118, -0.041], [-0.071, 0.062, -0.101]],
  "nbo_charge": [-0.638, -0.065, -0.510, 0.389, -0.319, -0.211, 0.012, -0.072, -0.164, 0.282, -0.415, 0.384, -0.272, -0.171, -0.228, -0.139, -0.224, 0.522, -0.558, 0.622, -0.609, -0.398, -0.231, -0.412, -0.210, -0.450, -0.273, -0.071, -0.524, -0.071, -0.245, -0.192, -0.281, 0.216, 0.216, 0.211, 0.170, 0.195, 0.217, 0.215, 0.223, 0.232, 0.220, 0.220, 0.240, 0.206, 0.242, 0.219, 0.211, 0.171, 0.192, 0.234, 0.164, 0.195, 0.167, 0.192, 0.163, 0.201, 0.166, 0.214, 0.225],
  "gap_ev": 8.24,
  "multiplicity": 1,
  "smiles": "CCOc1ccc([C@@H]2c3c(oc4ccccc4c3=O)C(=O)N2CCCN2CCOCC2)cc1",
  "e_above_lowest_kcal_mol": 18.3
}

---

Record 4
{
  "formula": "C3H10N2O2",
  "method": "ωB97M-V/def2-TZVPD",
  "symbols": ["N", "C", "C", "C", "N", "O", "H", "H", "H", "H", "H", "H", "H", "H", "O", "H", "H"],
  "xyz": [[-1.944, -2.029, 1.147], [-1.642, -0.911, 0.233], [-0.116, -0.672, 0.110], [0.218, 0.572, -0.813], [-0.572, 1.771, -0.773], [1.209, 0.610, -1.527], [-1.894, -2.862, 0.395], [-1.074, -2.150, 1.661], [-2.157, -0.028, 0.561], [-1.991, -1.004, -0.827], [0.356, -0.484, 1.087], [0.375, -1.604, -0.237], [-0.270, 2.500, -1.466], [-1.333, 1.891, -0.101], [3.514, 1.802, 0.281], [2.937, 1.046, 0.036], [4.385, 1.552, 0.232]],
  "forces_ev_per_angstrom": [[0.407, -2.332, -3.534], [0.841, 0.607, -0.850], [-0.398, 1.163, -0.432], [0.188, 1.503, 0.027], [0.863, -1.746, -0.238], [-0.572, -0.696, 0.441], [-0.318, 1.760, 2.697], [-0.230, -0.260, 0.334], [-0.098, 0.589, 0.500], [-0.104, -0.622, 0.942], [-0.307, 0.224, -0.083], [-0.177, 0.766, -0.397], [-0.607, -1.122, 1.423], [0.535, 0.129, -0.724], [-3.891, 0.538, 0.228], [0.802, 0.696, -0.055], [3.065, -1.197, -0.280]],
  "nbo_charge": [-0.795, -0.223, -0.514, 0.688, -0.869, -0.622, 0.347, 0.347, 0.174, 0.193, 0.223, 0.232, 0.424, 0.399, -0.948, 0.484, 0.462],
  "gap_ev": 10.53,
  "multiplicity": 1,
  "smiles": "NCCC(N)=O.O",
  "e_above_lowest_kcal_mol": 35.9
}